A cluster of 2 separate species, C6H6N4 in total in a non-equilibrium geometry. Source: the Open Molecules 2025 dataset; level of theory: wB97M-V/def2-TZVPD.

```
16
Properties=species:S:1:pos:R:3:forces:R:3
C 1.7630 0.5381 -0.2072 -2.2826 -1.1502 -0.1280
C 1.2629 -0.1562 -1.3512 2.4025 1.1151 0.7867
C -1.1409 0.4067 -0.0625 0.7826 0.7646 -0.7778
H -0.7169 1.4897 -0.3025 -1.6669 -2.0656 0.7412
H 0.7938 -2.2752 0.5296 1.0319 -0.6529 0.5130
N 0.8050 -0.6719 -2.2588 -0.7295 -0.9334 -1.3726
C -2.3462 0.2255 0.6944 -0.0097 1.0177 0.9706
H 2.4731 0.1194 0.5112 -0.0757 0.3333 -0.6688
H -1.4164 -0.1355 -0.9706 0.7303 0.3519 -0.5361
N -3.1912 -0.0080 1.4261 -0.8046 -0.1845 0.2463
C 1.3398 1.8855 -0.1840 0.5718 0.5842 1.0704
H 0.2409 -0.2252 1.5707 1.0391 1.7439 3.5948
N 0.8808 2.9286 0.0168 0.2075 -0.1377 -0.4243
C -0.0798 -0.3816 0.6413 0.8410 -2.0814 -2.9949
H -0.6633 -2.0158 -0.4475 2.4580 0.4390 2.2284
N -0.0048 -1.7241 0.3944 -4.4958 0.8560 -3.2492
```
Forces are in eV/Å.

Output
Gap between HOMO and LUMO, eV: 8.92
Highest occupied orbital energy, eV: -9.31
Energy, Ha: -451.125069
Relative energy (zero: lowest compared OMol25 entry of this formula, charge and spin), kJ/mol: 388.1

=====

A structure of composition C24H17Cl2InN6. Source: the Open Molecules 2025 dataset; level of theory: wB97M-V/def2-TZVPD.

```
50
Properties=species:S:1:pos:R:3:forces:R:3
H -5.8661 -2.0760 -0.0421 0.0080 0.0022 -0.0147
C 1.8657 -1.2216 -0.7396 0.0882 0.0541 -0.0403
H 2.6944 3.1731 1.4220 0.0124 0.0320 0.0244
H -0.2410 -5.4993 -0.7380 0.0073 -0.0256 -0.0199
C 2.4804 4.0051 0.7643 -0.0748 0.0071 -0.0884
N 4.3995 8.3509 0.0814 -0.0450 -0.0548 -0.0128
C -4.0834 1.2695 0.3743 0.0106 0.0786 -0.0635
Cl 0.9043 -0.2277 2.4466 0.2845 -0.0706 0.2196
C -5.3833 -1.1157 0.0810 0.1628 -0.0880 -0.0592
H -3.6185 -3.1152 -0.5947 0.0481 -0.0543 0.0666
H -3.5236 2.1933 0.4581 -0.0119 -0.0015 0.0456
C 3.3966 -4.4196 -1.5512 0.0970 0.0807 0.0068
In -1.0773 -0.0562 0.2711 0.3508 0.3257 -0.6999
H 3.7120 -1.8375 -1.2974 0.0083 0.1035 0.0159
C 3.0319 -5.7490 -1.6104 -0.0055 0.0416 -0.0029
H 0.3081 4.9011 -1.6930 -0.0127 0.0218 0.0091
H 3.7670 -6.4897 -1.8941 0.0052 0.0048 0.0101
H -0.2039 -1.1052 4.3276 -0.0707 -0.0276 -0.0287
N 2.7645 -2.1218 -1.0929 0.0125 0.0801 -0.0094
C -4.0050 -1.0138 -0.0169 -0.3788 0.2645 0.0729
C 0.6109 2.7319 -0.1223 -0.1506 -0.0645 -0.1422
N 0.6134 -1.5117 -0.4975 -0.3872 0.1106 0.1185
C 1.7268 -6.1471 -1.3091 -0.0268 -0.0459 0.0133
C 1.1279 4.9787 -0.9925 -0.0200 -0.0777 -0.0030
H 4.0781 5.2280 1.5023 -0.0085 0.0095 -0.0053
C 0.7763 -5.2134 -0.9636 -0.0179 0.0430 -0.0049
H -0.3343 0.6842 4.2289 -0.0495 0.0184 -0.0406
C 2.4425 -3.4772 -1.1898 -0.3267 -0.3454 0.0425
C 1.1223 -3.8594 -0.9060 0.3287 0.0662 -0.0914
C -5.4648 1.2426 0.4924 -0.0909 -0.0989 -0.0281
C 1.4104 3.9160 -0.1336 0.1927 0.0862 0.1703
C 0.1698 -2.8146 -0.6048 -0.2587 0.1394 0.0101
C 3.2512 5.1483 0.8102 0.0371 0.0399 -0.0001
N -1.0951 -3.1091 -0.4706 0.1706 -0.7423 -0.0889
C -0.3532 -0.2497 3.6790 0.2871 0.0226 0.3075
C 2.9586 6.2133 -0.0426 -0.1402 -0.2374 0.0087
C -3.1653 -2.1775 -0.2885 0.1856 -0.2913 -0.0702
H 2.1808 -0.1867 -0.6474 0.0400 -0.0116 -0.0600
H -6.0121 2.1531 0.6895 0.0375 0.0223 -0.0102
H 1.6899 6.9544 -1.6047 -0.0054 -0.0046 -0.0004
N -1.8961 -2.0661 -0.1901 -0.0881 0.8796 0.1015
H -7.1991 -0.0214 0.4254 0.0018 -0.0060 0.0117
C -6.1219 0.0313 0.3445 0.0339 0.1178 0.0036
C -0.0646 1.7262 -0.1073 -0.5147 -0.6025 0.2283
Cl -1.9260 -0.4071 2.8730 -0.3089 0.0068 0.0118
H 1.4650 -7.1950 -1.3531 -0.0093 0.0100 -0.0044
N -3.3781 0.1676 0.1284 0.4097 -0.0664 0.0918
C 3.7545 7.4026 0.0198 0.1477 0.2155 -0.0019
H 4.4095 -4.1108 -1.7799 -0.0035 -0.0203 0.0042
C 1.9005 6.1236 -0.9459 0.0380 0.0529 -0.0036
```
Forces are in eV/Å.

Output
Gap between HOMO and LUMO, eV: 6.43
Highest occupied orbital energy, eV: -13.59
Net charge: +2
Energy, Ha: -2363.256307
Relative energy (zero: lowest compared OMol25 entry of this formula, charge and spin), kJ/mol: 23.4

=====

A structure of composition C27H23ClF5N3O4STl. Source: the Open Molecules 2025 dataset; level of theory: wB97M-V/def2-TZVPD.

```
65
Properties=species:S:1:pos:R:3:forces:R:3
C -4.2663 4.8546 -0.6415 0.0247 -0.0589 0.0296
C -3.3558 2.6393 -0.5504 -0.0664 -0.0867 -0.0083
C -1.3962 2.2346 -3.7881 -0.1106 0.0403 -0.1030
C -2.0395 4.4028 0.0832 -0.1081 0.0353 -0.0352
H -1.5367 -0.2684 -2.2990 -0.0250 0.0286 0.1073
C 3.5908 -0.0050 -0.7912 0.6529 -0.0479 0.0498
C -3.0527 5.3190 -0.1593 -0.0155 0.0067 -0.0219
F 7.7766 0.5003 -0.3380 0.0085 -0.0128 -0.0257
H -3.3271 -3.7156 2.5755 0.0222 0.0221 0.0275
C -3.0887 -3.0038 1.7937 -0.0104 0.0247 -0.0918
H 3.0805 -2.9843 1.1797 -0.0080 0.0296 0.0164
C 2.4758 -2.6028 1.9950 -0.0126 0.0125 0.0127
H 1.8535 -3.1166 5.2809 0.0296 0.0119 0.0141
C 3.5932 -4.2575 3.5216 -0.0657 0.0889 -0.0216
F 6.6967 -1.9922 -0.6767 0.0426 -0.0660 0.0356
C 0.9150 -1.6192 4.0681 -0.0671 0.0448 0.0403
H -1.8558 -0.1563 -5.3267 0.0058 -0.0079 0.0103
F 6.0986 2.6650 -0.3497 0.0302 0.0653 0.0124
F 4.0542 -2.3359 -0.9304 0.0163 -0.0516 -0.0518
H -3.7596 -2.2140 -1.4051 -0.0226 -0.0118 0.0277
C 2.5889 -3.1641 3.2659 0.0196 -0.0343 0.0856
C 5.8889 -0.9170 -0.6543 0.0566 0.0452 -0.0003
H -3.4542 1.6193 -3.4494 -0.0262 0.0298 -0.0041
H -0.3689 -0.7747 -3.5336 -0.0154 0.0092 0.0370
H -3.4408 1.5624 -0.6658 -0.0104 -0.0121 -0.0310
H -3.0517 -0.6478 -4.1121 -0.0168 -0.0027 -0.0620
C -3.3314 -2.1740 -0.4055 -0.0247 -0.0082 -0.0612
C -2.2449 0.0521 -4.3278 0.0856 0.0513 0.0389
C 5.5915 1.4290 -0.4923 0.0574 -0.1437 -0.0179
C 6.4448 0.3402 -0.4930 -0.0559 0.0326 -0.0054
H -1.5878 2.9890 -3.0186 0.0298 -0.0096 0.0314
H -5.0850 5.5276 -0.8570 -0.0059 0.0002 -0.0050
H -1.7662 -1.8546 3.0175 -0.0097 -0.0503 0.0865
N -1.0233 -0.0074 1.1250 0.4748 0.2452 0.3806
O -0.5024 1.2484 -3.2880 -0.0138 -0.0207 -0.0439
C 4.5288 -1.0791 -0.7942 -0.2462 0.1361 0.0309
C -2.6835 1.5160 -4.2146 0.1116 -0.0563 0.0814
C -4.4135 3.4913 -0.8365 0.1307 0.1573 0.0429
H -4.3650 -3.9235 0.3044 -0.0073 0.0237 -0.0452
H 0.2878 -1.2227 4.8567 0.0158 -0.0278 0.0054
H -3.0648 1.9173 -5.1528 -0.1059 -0.0107 0.0308
C 4.2327 1.2587 -0.6419 -0.2972 -0.1666 -0.0394
H -1.0674 4.7176 0.4483 -0.0214 0.0237 -0.0098
H 1.5280 -1.1129 0.7697 0.0924 -0.0972 -0.0169
C -1.1341 -0.0379 -3.2872 0.0110 -0.0527 -0.1542
C -2.2090 -1.9789 2.0436 0.1188 0.1722 -0.1230
O -1.1365 0.4290 3.6514 0.0294 -0.2065 -0.0139
Cl -5.9055 2.8580 -1.4441 -0.0833 -0.0861 -0.0331
H -2.8977 6.3743 0.0192 0.0127 -0.0008 -0.0026
N -2.1932 3.0999 -0.1126 0.0784 -0.0324 0.0809
H 3.4589 -5.0920 2.8318 0.0053 -0.0039 -0.0003
O 0.5748 1.4666 2.2395 0.0578 -0.0251 -0.2276
O 2.3390 -0.1902 -0.9112 -0.3392 0.3431 -0.0713
F 3.4649 2.3736 -0.6438 -0.0878 0.0452 0.0214
C -1.8937 -1.0542 1.0113 -0.3183 -0.1871 0.0636
C -3.6740 -3.1241 0.5344 -0.0010 -0.0751 0.0810
N -2.4865 -1.1708 -0.1926 0.1373 0.1738 -0.0398
H 3.5130 -4.6315 4.5420 0.0187 -0.0322 -0.0024
C 1.6031 -1.5552 1.7569 -0.0619 0.0303 0.0432
H -0.9193 2.7323 -4.6384 0.0291 -0.0105 0.0334
S -0.2707 0.3096 2.4974 -0.2497 -0.1313 -0.0831
Tl 0.4387 1.6596 -0.4642 0.2544 -0.1589 -0.0566
C 0.8374 -1.0624 2.8046 -0.2265 0.1289 0.0098
H 4.6027 -3.8680 3.3766 0.0325 -0.0725 0.0133
C 1.7905 -2.6726 4.2938 0.0442 0.0004 -0.0724
```
Forces are in eV/Å.

Output
Gap between HOMO and LUMO, eV: 6.89
Highest occupied orbital energy, eV: -4.65
Net charge: -1
Energy, Ha: -3038.162630
Relative energy (zero: lowest compared OMol25 entry of this formula, charge and spin), kJ/mol: 0.0

=====

A structure of composition C48H41N5OP2S4Zr. Source: the Open Molecules 2025 dataset; level of theory: wB97M-V/def2-TZVPD.

```
102
Properties=species:S:1:pos:R:3:forces:R:3
C -0.9394 -4.6844 2.4342 -0.0181 -0.0287 0.0123
H 2.9595 -0.7443 -4.4808 -0.0007 -0.0024 -0.0005
C -3.0898 -0.7205 2.9252 -0.0277 0.0185 0.0306
H -4.0417 -3.5966 1.4066 0.0202 0.0162 0.0032
C -3.9745 -2.8168 2.1548 -0.0276 -0.0057 0.0037
C -0.2282 -1.5854 -3.8334 -0.0312 -0.0191 0.0070
C -0.0703 2.5153 -0.4464 0.1090 -0.0150 -0.0618
H 1.4122 -3.0787 -0.3705 0.0050 -0.0041 -0.0072
H 2.5326 -2.8554 3.7511 -0.0014 -0.0011 0.0029
H 5.2919 -4.4116 0.8742 0.0015 0.0005 0.0029
C -3.7277 3.6792 0.1044 0.0012 0.0236 -0.0102
C 2.7656 -3.1408 2.7320 -0.0015 -0.0134 -0.0036
C 4.2494 3.8495 -1.0048 -0.0332 -0.0321 0.0144
C -1.7947 -4.1935 5.0299 -0.0071 -0.0082 -0.0064
H 3.6337 -4.0486 -0.9223 0.0025 -0.0030 -0.0003
H -1.1992 -1.1214 -1.9962 0.0086 0.0191 -0.0059
C -3.6810 2.9353 2.4359 0.0194 -0.0250 0.0074
S 1.4614 2.2241 2.1975 -0.0461 0.1576 0.0066
P 0.2194 -2.1913 2.0902 0.0111 0.1211 0.0573
H -0.8512 -1.6771 -6.4175 -0.0028 0.0016 -0.0094
C -0.6645 -3.4594 3.0392 0.0127 0.0284 0.0560
H -1.8570 -6.6068 2.6532 -0.0033 -0.0023 0.0031
C -4.7137 -3.4349 -2.0976 0.0044 -0.0108 -0.0015
H -1.6996 4.5315 1.7932 0.0013 0.0060 -0.0100
H -2.1293 -3.9993 6.0410 -0.0013 -0.0095 0.0022
C 3.3877 -3.8042 0.1032 0.0000 0.0113 0.0118
H -5.3005 -3.8231 3.5016 -0.0004 -0.0019 0.0069
H 4.6290 1.8001 -1.4778 -0.0012 0.0019 -0.0021
C 1.8283 -2.9380 1.7223 -0.0390 -0.0799 -0.1091
Zr 0.5158 0.4380 0.5232 -0.5825 0.0015 -0.0739
C -3.8005 -0.8502 4.1070 0.0125 0.0338 -0.0221
C 5.0973 4.3341 -2.0554 0.0467 -0.0006 0.0076
P -2.1496 -1.5035 0.4444 0.1147 0.0920 0.1481
C 3.5526 4.7353 -0.1713 -0.0299 -0.0379 0.0538
H -1.0742 -3.8101 -0.8635 0.0095 0.0033 -0.0058
C 2.5483 2.8659 0.9949 0.0089 -0.0479 -0.0089
C -1.0931 -3.2155 4.3370 -0.0066 -0.0063 -0.0136
C 4.0916 2.4805 -0.8302 0.0026 0.0513 -0.0224
N -2.9493 2.9826 1.1517 -0.0196 0.0029 -0.0294
C 0.7292 4.0223 -2.2295 -0.0447 0.0171 0.0167
H -1.0970 -2.1051 -4.2166 0.0030 0.0010 -0.0049
H -0.8831 -2.2560 4.7950 0.0049 -0.0004 -0.0008
C 1.8685 -0.3269 -2.6813 -0.0181 -0.0082 0.0495
C 0.9473 -1.4754 -4.5580 -0.0055 0.0028 -0.0375
H 0.0953 -2.4460 -7.6380 -0.0012 0.0021 -0.0034
H -3.0454 2.4735 3.1880 -0.0068 -0.0089 -0.0140
H 2.1852 4.9240 1.4587 -0.0031 -0.0030 0.0027
S 0.5571 -0.4739 3.0941 0.0235 -0.1442 0.2525
N 0.7359 -0.4214 -1.9690 -0.0201 -0.0350 -0.1712
C 1.1265 -2.0344 -5.9441 -0.0228 -0.0487 0.0231
C -2.8788 -2.6804 -0.7344 0.0060 -0.0421 -0.0269
C 2.7282 4.2359 0.8256 0.0180 0.0444 -0.0245
C -0.6918 4.8896 -0.5319 -0.0228 -0.0228 0.0141
C 0.0537 5.0980 -1.6805 0.0154 0.0343 -0.0310
C -4.6067 -1.9622 4.3133 -0.0059 -0.0190 -0.0211
C -3.9298 -4.4836 -2.5687 -0.0060 0.0010 -0.0007
H 1.2218 1.9814 -2.0907 -0.0114 -0.0104 0.0104
H -5.1611 -2.0667 5.2372 -0.0019 0.0004 0.0008
H -1.0670 2.9009 2.0635 -0.0089 -0.0069 0.0063
H -2.4317 0.1269 2.7780 0.0108 0.0069 -0.0074
C -1.5625 3.5476 1.3396 0.0556 -0.0157 0.0352
H 4.7372 -3.8206 3.2087 0.0021 -0.0015 -0.0010
N 5.7826 4.6979 -2.9034 -0.0152 0.0015 -0.0189
H -2.0115 -5.4426 -2.4967 -0.0021 -0.0021 -0.0016
N -0.0123 -2.1629 -6.6785 0.0049 0.0110 0.0080
H 1.3394 4.1551 -3.1153 -0.0082 -0.0032 -0.0077
H -5.7317 -3.3216 -2.4475 -0.0019 0.0052 0.0041
C 3.6394 6.1548 -0.3628 0.0236 0.0151 -0.0683
C -1.6452 -5.6558 3.1251 0.0228 0.0048 -0.0203
C -3.1792 -1.6963 1.9345 -0.0283 -0.0331 -0.0357
H -3.7150 -0.0904 4.8745 -0.0013 -0.0051 0.0026
C -2.0985 -3.7266 -1.2100 -0.0298 -0.0052 0.0051
C 0.6480 2.7722 -1.6257 -0.0242 0.0189 0.0295
H -3.8258 4.7293 0.3761 -0.0114 0.0003 0.0008
S 3.0050 0.2254 0.2726 0.2190 -0.0540 0.0323
C -4.6870 -2.9463 3.3398 0.0109 0.0097 0.0132
H -0.6006 -4.8788 1.4223 0.0130 0.0089 0.0026
H -4.3416 -5.1852 -3.2829 0.0013 0.0006 -0.0022
H -2.6196 -6.1716 4.9658 -0.0021 0.0009 0.0021
H -3.1990 3.5918 -0.8402 0.0025 0.0010 0.0027
O 2.2179 -2.3666 -6.3530 0.0147 0.0168 -0.0098
S -2.3740 0.3634 -0.3228 0.0592 0.0447 -0.0258
H 2.6966 0.1581 -2.1839 -0.0081 0.0124 -0.0133
C -0.4977 -1.6564 0.6595 0.1107 -0.1189 -0.2348
C 2.0180 -0.8357 -3.9579 0.0440 0.0081 0.0192
H -4.5878 2.3474 2.3103 0.0005 0.0047 -0.0013
C 4.0051 -3.6745 2.4251 -0.0033 0.0032 0.0275
C -2.0719 -5.4103 4.4250 0.0085 0.0149 0.0072
C 3.2372 1.9749 0.1446 0.0166 -0.0180 0.0100
H -3.9297 3.9502 2.7413 0.0058 0.0056 -0.0052
H 0.1194 6.0840 -2.1215 0.0130 -0.0027 -0.0011
H -1.2142 5.7283 -0.0805 0.0074 -0.0013 0.0096
C -0.2859 -1.0493 -2.5593 0.0393 0.0375 0.0549
N 3.6823 7.2917 -0.5254 -0.0103 0.0094 0.0351
H -4.7948 -1.7104 -0.8242 0.0046 0.0038 -0.0009
C -4.1901 -2.5348 -1.1849 0.0134 0.0152 -0.0108
H -2.8201 1.9976 0.8155 0.0280 0.0145 0.0819
C -2.6239 -4.6299 -2.1274 0.0156 0.0128 0.0209
H -4.7073 3.2129 0.0302 -0.0043 -0.0024 0.0023
C 4.3169 -4.0057 1.1112 0.0008 -0.0057 -0.0226
C -0.7619 3.6331 0.0696 -0.0104 -0.0198 -0.0337
C 2.1420 -3.2701 0.4080 0.0100 0.0105 0.0418
```
Forces are in eV/Å.

Output
Gap between HOMO and LUMO, eV: 7.07
Highest occupied orbital energy, eV: -7.34
Energy, Ha: -4525.403189
Relative energy (zero: lowest compared OMol25 entry of this formula, charge and spin), kJ/mol: 74.6